1.
18
Properties=species:S:1:pos:R:3:forces:R:3 method="wB97M-V/def2-TZVPD" total_charge=0 smiles="[H]/N=C/CC(=O)N(C)C" orbital_gap_ha=0.35649 relative_energy_ev=1.592 spin_multiplicity=1 homo_ev=-8.88
C -0.10257 1.03223 -1.44808 0.92 -0.10 1.41
C 1.23357 -1.11675 0.10059 -0.45 0.36 0.26
C -0.99309 -1.51582 1.09378 -0.03 -0.07 -0.01
N -0.19066 -0.81996 0.09880 -1.49 -0.62 -1.91
C -0.89782 -0.11456 -0.92212 -0.59 -0.46 2.44
C 0.43658 1.79873 -0.17746 -0.81 2.16 -0.34
N -0.15193 2.00442 0.95077 0.25 -0.75 -1.83
O -2.11490 -0.18138 -1.04642 1.19 -0.31 -0.15
H 0.27955 2.78700 1.45007 0.27 -0.48 -0.06
H 0.76724 0.69016 -2.01144 -0.05 0.22 -0.14
H -0.73004 1.68392 -2.06282 0.19 -0.04 0.21
H 1.28041 2.44873 -0.46265 0.09 -0.28 0.13
H 1.67932 -0.60997 0.96030 0.33 -0.02 -0.07
H -1.99470 -1.75237 0.72778 0.17 0.36 -0.09
H 1.38784 -2.19247 0.22264 0.01 0.06 -0.10
H 1.72395 -0.79851 -0.81962 -0.06 0.02 0.12
H -0.54870 -2.47389 1.37312 0.23 0.13 0.00
H -1.06405 -0.86950 1.97275 -0.14 -0.18 0.12


2.
28
Properties=species:S:1:pos:R:3:forces:R:3 method="wB97M-V/def2-TZVPD" total_charge=0 orbital_gap_ha=0.31640 relative_energy_ev=1.284 spin_multiplicity=1 homo_ev=-7.87
C 3.71539 -0.16397 0.39028 0.16 -0.29 -0.25
C 3.22339 -0.72228 -0.81357 2.01 -0.11 0.23
C 2.95849 0.79360 1.02090 0.53 -0.14 1.52
C 1.94184 -0.38938 -1.25376 0.20 -0.66 1.25
C 1.65558 0.94598 0.73549 -1.64 0.61 -1.74
C 1.12231 0.33550 -0.43403 -1.45 2.31 1.26
C -0.66417 -2.25542 -0.07883 -0.40 0.03 0.03
C -2.99384 -1.41571 -0.59344 -2.89 -0.52 1.95
C -1.76220 -1.22279 0.19441 3.05 3.23 -2.52
O -1.34599 1.99804 -0.17569 0.56 1.19 -1.32
Si -1.65576 3.28130 0.79999 -0.63 -1.79 0.51
Si -0.73369 0.65255 -0.81983 -0.24 -3.22 3.16
H 4.56481 -0.42699 1.05230 0.16 -0.26 -1.67
H 3.95012 -1.30883 -1.42243 -1.03 0.07 0.54
H 3.35007 1.32678 1.87814 0.18 -0.15 0.12
H 1.37351 -0.90682 -1.97942 0.45 -0.50 -1.58
H 1.08570 1.62170 1.35895 -0.36 -0.06 -0.11
H -0.57838 -2.62580 -1.11481 -0.62 0.27 0.15
H 0.36404 -1.92724 0.12264 -0.48 -0.23 0.70
H -1.01751 -3.06003 0.54042 0.74 -1.12 0.26
H -2.87906 -1.56730 -1.65671 0.10 -0.40 -0.16
H -3.68659 -0.55041 -0.44814 0.51 -0.40 -0.28
H -3.59659 -2.24705 -0.03446 0.77 0.74 -1.59
H -1.99603 -1.11012 1.25407 0.39 0.23 -0.10
H -0.94819 2.78888 1.91786 0.85 0.16 1.52
H -1.38104 4.71118 0.71631 0.15 0.23 -0.88
H -3.03257 2.92207 1.04744 -0.91 0.75 0.17
H -1.03361 0.52254 -2.20408 -0.16 0.02 -1.17


3.
110
Properties=species:S:1:pos:R:3:forces:R:3 method="wB97M-V/def2-TZVPD" total_charge=-1 orbital_gap_ha=0.18327 spin_multiplicity=1 homo_ev=-3.46
C 4.11276 -2.19825 -0.89631 -1.42 0.25 -1.12
C 2.48985 -1.92792 -0.71322 0.41 -0.12 0.51
Ga 2.28735 0.16455 -0.56133 -1.89 -1.00 -0.41
C 2.02214 1.03358 -2.44633 0.14 0.44 0.01
I 4.32381 1.26487 0.69375 0.09 0.01 0.07
C 0.46467 0.43750 0.46375 -1.24 0.22 0.44
C -0.83490 0.23116 -0.56819 0.51 1.13 1.20
C -2.17233 0.56838 0.31970 0.52 0.28 -0.32
C -3.59179 0.46121 -0.49337 0.15 2.55 1.21
O -3.61375 -0.51899 -1.58909 -1.18 -3.56 2.72
C -4.03226 -1.85616 -1.14252 -2.75 -1.71 2.57
C -3.27851 -3.18021 -1.83260 -0.65 0.58 -0.74
O -4.99730 -2.14081 -0.26394 5.46 2.52 -4.78
H 4.67281 -2.29631 0.13287 -1.10 0.21 -2.24
H 4.51694 -1.26575 -1.52249 -0.48 -2.08 1.53
H 4.22137 -3.12537 -1.60220 0.33 1.52 1.57
H 1.84709 -2.25456 -1.63714 1.46 0.48 1.55
H 2.02507 -2.47999 0.22567 1.06 1.00 -1.79
H 0.97678 0.65605 -2.83037 2.17 0.66 0.40
H 1.97854 2.19189 -2.25754 0.18 -2.09 -0.66
H 2.93126 0.68375 -3.10160 -2.05 1.01 0.98
H 0.38390 1.53235 0.88954 0.02 -1.98 -0.70
H 0.35918 -0.30889 1.37308 0.18 1.55 -1.91
H -0.89668 -0.85529 -0.99983 0.20 2.12 0.65
H -0.68599 1.06482 -1.40561 -0.62 -2.06 1.51
H -2.07628 1.70489 0.67132 -0.29 -2.45 -0.70
H -2.11672 -0.08897 1.29973 -0.37 1.11 -2.03
H -4.44632 0.34664 0.29753 1.32 -0.20 -1.80
H -3.76259 1.52757 -1.00212 0.34 -2.53 0.82
H -3.36433 -4.14727 -1.14246 0.20 2.57 -1.26
H -2.17863 -2.95276 -2.16897 -2.23 -0.40 0.82
H -3.90474 -3.43792 -2.81252 1.34 0.70 2.04
C 3.96793 4.67120 3.38692 -1.14 -0.43 -0.56
C 2.63485 4.29343 2.76195 -7.35 -2.09 -3.46
N 1.52892 3.98007 2.24353 8.79 2.65 4.26
H 4.56286 3.77185 3.56803 -0.19 0.07 -0.22
H 4.52002 5.33410 2.71515 -0.14 -0.19 0.01
H 3.80161 5.18554 4.33750 -0.14 -0.05 -0.14
C 3.81184 -6.31679 -0.36762 -0.71 0.79 -0.73
C 2.92598 -5.47716 -1.27351 -4.90 4.55 -5.03
N 2.19106 -4.78065 -2.02507 5.82 -5.90 5.87
H 4.75239 -5.79296 -0.17647 -0.20 0.08 -0.10
H 3.30562 -6.49859 0.58433 0.00 0.12 -0.19
H 4.02931 -7.27660 -0.84436 -0.11 0.19 -0.02
C 2.15856 -3.53203 -5.93345 0.32 1.03 0.65
C 2.57158 -2.27101 -5.19208 2.26 6.87 4.08
N 2.91425 -1.22491 -4.57701 -2.63 -8.49 -5.16
H 1.07725 -3.53171 -6.09576 0.16 0.07 0.15
H 2.66404 -3.57751 -6.90192 -0.01 0.13 0.17
H 2.43049 -4.41468 -5.34795 -0.05 0.24 0.05
C -6.93614 -0.90278 1.79715 -0.11 0.87 1.08
C -7.11134 0.07958 2.94375 -1.02 5.31 6.22
N -7.25669 0.89448 3.89499 1.08 -6.36 -7.52
H -7.58521 -0.62192 0.96325 0.16 0.04 0.14
H -5.89698 -0.89730 1.45712 -0.19 -0.03 0.02
H -7.19745 -1.91191 2.12759 0.06 0.21 0.04
C -2.23542 -0.59984 4.63696 1.17 -0.32 -0.59
C -0.94531 -1.02406 3.95427 7.04 -2.38 -3.71
N 0.12494 -1.37595 3.38788 -8.59 2.66 4.73
H -2.81412 -1.48275 4.92184 0.17 0.09 -0.07
H -2.00836 -0.01804 5.53443 -0.01 -0.12 -0.21
H -2.83299 0.01334 3.95671 0.18 -0.07 0.04
C 3.79565 3.55885 -5.04139 0.23 0.17 1.24
C 4.13713 3.83538 -3.58629 1.86 1.50 7.99
N 4.42039 4.06473 -2.37914 -2.20 -1.69 -9.73
H 3.40602 4.46583 -5.51165 0.08 -0.07 0.18
H 4.69083 3.23516 -5.57932 -0.09 0.05 0.19
H 3.03871 2.77210 -5.10366 0.12 0.06 0.22
C 8.39853 -0.68475 -2.16249 -0.90 -1.04 0.49
C 7.58549 -1.85095 -1.62460 -4.43 -6.48 2.92
N 6.91095 -2.81838 -1.17835 5.82 7.57 -3.62
H 9.44488 -0.79042 -1.86322 -0.27 -0.07 0.05
H 8.34089 -0.66224 -3.25413 -0.10 -0.09 0.15
H 8.00798 0.25644 -1.76571 0.00 -0.28 0.00
C -10.49238 0.25313 0.75107 -0.02 -0.58 -1.12
C -10.47183 -0.39434 -0.62397 0.12 -3.55 -7.57
N -10.45475 -0.93144 -1.76472 -0.14 4.30 9.17
H -11.52364 0.35368 1.10032 0.14 0.00 -0.16
H -9.93426 -0.36279 1.46147 -0.08 0.02 -0.18
H -10.03440 1.24497 0.70299 -0.08 -0.18 -0.12
C -10.35841 3.72061 2.87333 -1.09 -0.31 -0.52
C -11.69149 3.34284 2.24837 -7.31 -2.03 -3.40
N -12.79742 3.02948 1.72994 8.86 2.47 4.14
H -9.76348 2.82125 3.05445 -0.13 0.07 -0.03
H -9.80632 4.38351 2.20157 -0.18 -0.12 0.04
H -10.52473 4.23495 3.82392 -0.08 -0.11 -0.19
C 7.09540 4.48742 6.14508 0.01 -0.54 -1.16
C 7.11595 3.83996 4.77004 0.18 -3.55 -7.51
N 7.13304 3.30286 3.62929 -0.07 4.33 9.16
H 6.06415 4.58798 6.49433 0.13 -0.07 -0.14
H 7.65352 3.87151 6.85548 -0.09 0.03 -0.20
H 7.55339 5.47927 6.09700 -0.06 -0.19 -0.10
C -5.91343 2.86780 6.67750 0.98 -0.71 0.16
C -4.72142 1.94643 6.87896 6.53 -5.07 1.08
N -3.73252 1.18211 7.04614 -7.98 6.16 -1.30
H -5.99924 3.14091 5.62221 0.09 -0.19 0.15
H -6.83158 2.36333 6.99059 0.23 -0.03 -0.08
H -5.78634 3.77712 7.27147 0.11 -0.20 -0.04
C 12.05802 1.42896 -2.67235 -1.10 0.22 0.60
C 10.75299 1.70077 -1.94199 -7.12 1.60 4.03
N 9.67033 1.92625 -1.33614 8.86 -1.65 -4.86
H 12.79121 2.20166 -2.42551 -0.20 -0.09 0.02
H 12.45475 0.45402 -2.37638 -0.15 0.15 0.01
H 11.88815 1.43134 -3.75261 -0.08 0.02 0.21
C -3.85017 -5.27339 -5.59752 1.08 0.41 0.52
C -2.55288 -4.77437 -4.98238 7.14 2.71 3.33
N -1.47664 -4.36036 -4.47212 -8.61 -3.34 -4.17
H -3.90731 -6.36218 -5.51473 0.11 0.19 0.04
H -4.70390 -4.83134 -5.07670 0.20 -0.02 -0.02
H -3.89365 -4.99382 -6.65382 0.10 0.01 0.20


4.
111
Properties=species:S:1:pos:R:3:forces:R:3 method="wB97M-V/def2-TZVPD" total_charge=+2 orbital_gap_ha="0.21483 / 0.20969" relative_energy_ev=3.165 spin_multiplicity=2 s_squared=0.916 homo_ev="-12.32 / -12.32"
Mn -0.24201 -0.28280 0.22209 1.04 0.12 -0.39
C 2.92686 4.75759 -4.60603 -0.04 0.01 0.01
S 3.58616 5.14160 -2.96852 0.01 0.02 -0.04
C 4.51866 3.61679 -2.62070 -0.02 0.03 0.02
C 3.99554 2.85907 -1.40146 0.03 0.00 -0.01
C 2.54627 2.45751 -1.60147 0.11 0.04 0.20
N 1.90005 1.85571 -0.40169 -0.05 0.04 -0.29
P 1.97136 0.17037 -0.13648 0.04 0.40 1.02
C 3.68488 -0.34808 -0.23384 -0.08 -0.28 -0.46
C 4.59454 0.12215 0.71703 0.03 -0.03 -0.03
C 5.90982 -0.29738 0.65973 0.01 -0.03 -0.04
C 6.31777 -1.18684 -0.33347 0.00 0.03 0.04
C 5.41660 -1.64972 -1.27805 -0.05 0.03 0.00
C 4.09265 -1.23013 -1.22883 0.06 0.05 -0.06
C 1.65249 0.02910 1.67559 0.22 0.01 -0.13
C 1.55443 -1.27544 2.16554 0.05 -0.09 -0.06
C 1.32229 -1.50985 3.51897 -0.02 0.02 -0.04
C 1.20112 -0.44127 4.38307 -0.01 0.13 0.02
C 1.33780 0.87120 3.91084 -0.02 -0.13 0.09
C 1.55928 1.10744 2.57302 -0.08 -0.03 -0.07
P 0.21701 2.18099 -0.17612 0.26 -0.17 -0.23
C 0.19815 3.94580 0.19486 -0.10 -0.05 0.06
C -0.94156 4.71393 -0.04765 0.03 0.01 -0.04
C -0.92992 6.07190 0.22749 0.03 -0.01 0.02
C 0.21247 6.66823 0.74794 -0.01 -0.01 -0.01
C 1.34421 5.90572 0.99656 -0.01 -0.06 0.00
C 1.33857 4.54379 0.72798 0.00 0.09 0.06
C -0.51339 1.90462 -1.79463 -0.22 0.08 -0.07
C -0.49969 2.73276 -2.91008 0.09 -0.05 -0.11
C -1.00195 2.25890 -4.11782 0.02 -0.03 0.05
C -1.50248 0.96509 -4.21368 0.03 0.01 -0.03
C -1.54611 0.13636 -3.09741 0.08 0.03 -0.16
C -1.05963 0.62467 -1.90127 -0.16 0.12 0.05
H 2.36011 5.62867 -4.93110 0.00 -0.01 0.01
H 2.26221 3.89224 -4.58287 0.01 0.01 0.01
H 3.73157 4.58548 -5.31810 0.00 0.00 0.01
H 5.55957 3.89274 -2.46298 0.02 -0.04 -0.01
H 4.47670 2.98718 -3.51122 0.02 0.02 0.00
H 4.07524 3.49668 -0.51632 -0.02 -0.03 0.01
H 4.62563 1.98432 -1.23078 0.02 0.02 0.00
H 2.44278 1.79259 -2.46722 0.00 -0.05 0.01
H 1.99004 3.36710 -1.83298 -0.02 -0.02 -0.02
H 4.27825 0.81348 1.48850 -0.01 -0.02 0.01
H 6.62173 0.06309 1.39016 0.00 -0.01 0.00
H 7.34713 -1.51942 -0.36395 -0.01 0.02 -0.01
H 5.74084 -2.33331 -2.05134 -0.01 0.00 0.01
H 3.38303 -1.58574 -1.96607 -0.01 -0.01 0.02
H 1.72454 -2.11662 1.50277 -0.02 0.01 0.00
H 1.25549 -2.52579 3.88682 0.00 0.01 -0.01
H 1.02190 -0.61628 5.43644 0.03 0.02 -0.01
H 1.28430 1.70202 4.60235 -0.02 -0.01 0.00
H 1.67490 2.12455 2.21891 -0.01 -0.01 -0.02
H -1.83360 4.26787 -0.46890 -0.01 -0.04 -0.02
H -1.81152 6.66681 0.02889 0.01 0.00 0.00
H 0.22080 7.73059 0.95355 0.00 -0.02 0.00
H 2.23641 6.37058 1.39450 -0.01 -0.01 0.00
H 2.22742 3.95447 0.91481 -0.01 0.02 -0.02
H -0.10532 3.74005 -2.83695 0.00 -0.01 -0.01
H -1.00659 2.90236 -4.98800 0.00 -0.01 0.01
H -1.89433 0.60832 -5.15736 0.01 0.02 0.01
H -1.99641 -0.84596 -3.14832 -0.05 0.03 0.02
H -1.42378 0.05480 -1.01057 -0.44 0.09 -0.18
C -3.03880 0.78727 3.97342 -0.07 -0.06 -0.07
C -2.69836 0.89214 2.51240 -0.51 0.58 0.11
S -1.64414 -0.20016 1.95221 -0.40 -0.39 0.55
C -3.40122 1.95291 1.72016 0.11 -0.11 0.98
C -4.31835 2.89257 2.46666 0.08 -0.07 -0.03
S -3.27115 1.99851 0.13083 0.06 0.04 -0.79
H -2.58169 -0.08698 4.42708 0.01 -0.01 -0.01
H -4.12121 0.74788 4.11443 0.02 0.02 0.00
H -2.68121 1.67871 4.49532 0.01 -0.01 -0.01
H -4.04529 3.03409 3.50950 0.03 0.03 -0.04
H -5.33558 2.49143 2.44202 0.01 -0.02 0.02
H -4.33920 3.85801 1.96877 -0.03 -0.01 -0.04
C -5.54985 -2.25190 1.87613 0.01 -0.04 -0.06
N -5.55080 -2.89712 0.58450 0.06 0.11 0.10
C -6.31747 -4.11936 0.35428 0.01 0.03 -0.06
C -6.09037 -4.40158 -1.14324 0.04 0.12 0.04
N -5.14055 -3.34945 -1.50662 0.06 -0.01 -0.07
C -4.90852 -2.47313 -0.51155 -0.05 -0.03 0.08
S -3.94549 -1.08743 -0.64895 -0.03 -0.32 -0.05
H -6.55105 -1.89644 2.12610 -0.01 0.00 0.01
H -4.86631 -1.40696 1.83626 0.00 0.01 0.00
H -5.22382 -2.95307 2.64699 0.00 0.00 0.00
H -7.36801 -3.95411 0.59391 -0.02 -0.01 0.00
H -5.94556 -4.92291 0.99134 0.02 -0.02 0.01
H -7.00994 -4.31490 -1.71922 -0.02 0.02 -0.01
H -5.66473 -5.38770 -1.31447 0.01 -0.02 -0.01
H -4.89671 -3.11595 -2.45287 -0.02 0.00 0.02
C -1.35405 -3.41734 1.43111 -0.06 0.00 0.04
C -0.64942 -3.39352 0.07978 0.11 0.08 -0.10
C -1.49210 -4.18611 -0.93592 0.04 -0.02 -0.05
C -0.40214 -2.00497 -0.42935 -0.06 -0.17 0.39
C 0.77447 -3.99432 0.12892 -0.03 -0.05 -0.04
C 1.24141 -4.65042 1.26650 0.06 0.06 0.02
C 2.50029 -5.23773 1.27823 -0.02 0.03 -0.03
C 3.31688 -5.17159 0.15798 -0.03 0.01 0.00
C 2.86377 -4.51663 -0.97774 -0.01 0.00 0.04
C 1.60415 -3.93456 -0.99246 0.01 -0.04 -0.02
H -2.31938 -2.91557 1.32965 0.01 -0.02 0.01
H -0.78629 -2.91928 2.21830 0.00 0.00 -0.04
H -1.54040 -4.44656 1.74114 0.00 0.01 -0.01
H -2.49180 -3.75871 -1.01842 0.00 0.02 0.01
H -1.57152 -5.22169 -0.60117 -0.01 0.02 -0.02
H -1.02777 -4.18460 -1.92363 -0.01 -0.02 0.02
H -0.29702 -2.01533 -1.51855 -0.06 0.05 -0.07
H 0.62571 -4.71990 2.15327 0.00 -0.01 -0.03
H 2.83759 -5.75733 2.16577 0.00 0.00 -0.01
H 4.29074 -5.64234 0.16486 0.00 0.02 0.01
H 3.48568 -4.47148 -1.86283 -0.01 -0.01 0.01
H 1.26522 -3.45709 -1.90508 -0.01 -0.03 0.01


5.
42
Properties=species:S:1:pos:R:3:forces:R:3 method="wB97M-V/def2-TZVPD" total_charge=0 smiles=CCN(C)[C@@H](C)CN.O.O.O.O.O.O orbital_gap_ha=0.30632 relative_energy_ev=2.789 spin_multiplicity=1 homo_ev=-8.26
C 1.34849 1.01244 2.06115 2.71 0.38 0.31
C 0.00310 0.82507 1.41231 -1.06 0.16 0.61
N -0.53724 -0.54764 1.48485 1.39 0.56 -0.20
C 0.40533 -1.39267 0.74066 0.10 -1.06 -0.76
C -2.87881 -0.00784 2.04260 0.36 0.41 -1.49
C -1.93244 -0.64306 0.98866 -0.08 0.09 0.31
C -2.17229 -0.10469 -0.46214 -0.26 -2.14 0.64
N -1.91983 -1.20433 -1.42428 1.43 1.48 0.69
H 2.17967 1.30212 1.39818 -0.56 0.06 -0.57
H 1.87784 0.17326 2.52181 -0.78 -0.56 -0.04
H 1.47728 1.78826 2.82353 -0.90 0.08 0.03
H -0.69680 1.47005 1.95001 -0.06 0.06 -0.23
H 0.01834 1.18639 0.38019 0.20 0.06 -0.03
H 1.38037 -0.97814 0.45955 -0.34 0.78 0.21
H 0.74684 -2.30239 1.24815 -0.62 -0.08 0.34
H -0.08052 -1.67223 -0.19736 0.15 -0.25 0.02
H -3.55683 0.63160 1.47590 -0.29 0.07 0.31
H -2.29949 0.65327 2.67851 -0.23 -0.25 0.49
H -3.46770 -0.74879 2.56544 0.13 -0.04 0.38
H -2.13916 -1.71138 0.93477 -0.02 -0.13 0.07
H -1.45067 0.67460 -0.64852 -0.44 0.41 -0.37
H -3.21540 0.19627 -0.56142 0.16 0.69 0.15
H -2.60882 -1.91587 -1.53082 -0.50 0.00 -0.29
H -1.54329 -0.79200 -2.26032 -0.52 -0.61 -0.55
H 1.67368 1.98949 -2.63413 -0.04 -0.44 -0.34
H 1.98841 2.40531 -1.21331 0.06 0.07 -0.01
O 1.48699 2.67268 -1.99190 -0.06 0.32 0.40
H 0.66707 -0.19862 3.88184 -0.19 -0.30 0.07
H 0.35195 -1.64720 4.26270 -0.11 0.07 -0.16
O 0.70777 -0.82671 4.61270 0.14 0.10 0.26
H 0.15759 -3.48759 -3.16282 0.12 -0.19 0.23
H 0.52699 -2.80965 -1.80335 0.17 -0.56 0.82
O 0.22277 -2.65844 -2.68551 -0.14 0.37 -1.26
H 2.77195 0.08098 -1.47481 0.15 -0.21 -0.44
H 4.09122 0.10099 -2.26979 -0.11 0.03 -0.16
O 3.72734 -0.03638 -1.39424 0.14 0.10 0.65
H -0.98408 3.52476 -0.60363 -0.33 0.29 0.26
H -0.48257 2.64784 -1.65709 -0.09 -0.05 -0.28
O -1.32715 2.89732 -1.24422 0.50 -0.01 -0.03
H 0.60976 -0.65888 -2.37753 -0.35 0.82 0.85
H 1.39893 -0.86068 -3.44728 0.88 0.55 -0.52
O 1.29215 -0.12636 -2.81766 -0.70 -1.17 -0.37


6.
16
Properties=species:S:1:pos:R:3:forces:R:3 method="wB97M-V/def2-TZVPD" total_charge=0 smiles="CC[C@@H](N)C(=O)O" orbital_gap_ha=0.38049 relative_energy_ev=6.598 spin_multiplicity=1 homo_ev=-9.91
C -1.09148 -0.65488 2.30214 1.40 -1.04 2.10
C -0.45029 0.27833 1.30387 -13.60 -8.09 -9.10
C 0.24790 -0.46174 0.05557 -10.26 3.31 -1.24
C 0.57285 0.57032 -0.97204 0.25 0.04 -6.31
H -1.65047 -0.31011 3.21382 1.11 0.82 -0.75
H -1.88739 -1.15848 1.86169 -1.04 -1.58 -1.17
H -0.29403 -1.35761 2.68667 -1.06 0.31 -0.33
H -1.43523 0.86472 0.90682 2.95 -0.53 0.62
H 0.15588 0.70115 1.73169 11.18 9.09 7.89
H 1.13924 -0.66007 0.16663 9.01 -3.44 2.60
H -1.34686 -1.34771 -0.71290 -7.91 2.93 -2.16
H -0.58252 -2.10231 0.08873 -0.76 -8.92 9.92
H 0.95498 1.66101 0.47961 0.30 1.98 -4.60
N -0.50465 -1.59063 -0.57914 9.37 6.41 -6.34
O 0.97459 1.84995 -0.64853 -0.67 -2.95 5.66
O 0.62605 0.20650 -2.16472 -0.24 1.66 3.22